No. 1
Entry from OMol25: one molecule with the formula C6H11P (ωB97M-V/def2-TZVPD).

Last column: Löwdin charge in e.
Element x y z (Å)
C: 2.015 0.961 -0.165  -0.002
C: 1.359 -0.136 0.177  -0.435
C: -0.985 0.854 0.959  -0.281
C: -0.098 -0.175 -0.049  -0.423
C: 2.020 -1.378 0.715  -0.053
C: -2.612 0.158 -1.370  -0.308
P: -1.063 1.210 -0.904  0.925
H: 3.084 1.039 0.016  0.055
H: 1.718 1.969 -0.451  0.049
H: -1.954 0.453 1.329  0.047
H: -0.568 1.625 1.599  0.044
H: -0.583 -1.205 0.042  0.114
H: 1.828 -1.713 1.704  0.066
H: 1.438 -2.156 0.160  0.086
H: 3.071 -1.350 0.477  0.075
H: -2.398 -0.389 -2.245  0.000
H: -3.473 0.797 -1.448  0.010
H: -2.797 -0.566 -0.545  0.031

Atomic forces in eV per Å
2.003 0.936 0.665
-0.428 0.852 -0.080
-0.660 -1.245 -2.330
-2.791 0.655 2.465
-1.395 -0.484 -2.169
1.075 0.464 2.404
-0.278 -1.746 0.943
0.174 -0.507 0.127
-1.041 -0.623 -0.398
0.950 0.122 -0.175
0.547 -0.331 -0.201
0.659 1.502 -0.500
-0.102 0.594 1.300
1.181 -0.042 -0.020
0.282 -0.374 0.018
0.078 -0.457 -1.198
-0.349 0.250 -0.319
0.094 0.434 -0.531

Properties
relative energy (zero: lowest compared OMol25 entry of this formula, charge and spin): 1.033 eV
structure (SMILES): C=C(C)[C@H]1CP1C
Kohn-Sham gap: 9.693 eV
net charge: 0

***

No. 2
Entry from OMol25: a 2-piece molecular cluster, C6H11P overall (ωB97M-V/def2-TZVPD).

Last column: Löwdin charge in e.
Element x y z (Å)
C: -2.284 2.739 0.182  -0.187
C: -1.787 1.719 -0.178  -0.193
C: -1.344 -2.661 -0.368  -0.176
C: 1.855 1.808 -0.260  -0.223
C: -0.211 -1.801 0.213  -0.529
C: 1.429 0.495 0.220  -0.561
P: 0.148 -0.367 -0.809  1.064
H: -2.353 3.687 0.667  -0.023
H: -0.767 -3.167 -1.158  0.063
H: -1.617 -3.337 0.496  0.094
H: -2.137 -2.149 -0.893  0.060
H: 2.297 2.203 0.639  0.064
H: 2.540 1.683 -1.240  0.123
H: 1.067 2.471 -0.660  0.059
H: 0.718 -2.346 0.265  0.080
H: -0.662 -1.347 1.099  0.078
H: 0.783 0.516 1.160  0.081
H: 2.324 -0.146 0.624  0.126

Atomic forces in eV per Å
-0.150 2.138 1.080
2.448 -4.062 -1.157
1.992 -1.244 0.172
1.148 0.786 -2.941
-2.195 1.601 -0.008
-1.319 -3.129 2.136
-0.279 1.976 -0.698
-0.588 0.058 -0.190
-0.887 -0.816 0.133
-0.293 0.452 -1.546
-0.384 0.305 0.548
0.855 1.099 -0.385
-0.868 0.384 2.596
-0.030 -0.436 0.719
0.285 -0.200 0.771
1.012 -0.292 0.734
0.841 0.639 -0.715
-1.589 0.742 -1.250

Properties
relative energy (zero: lowest compared OMol25 entry of this formula, charge and spin): 5.424 eV
Kohn-Sham gap (spin up / spin down): 7.437 / 7.433 eV
net charge: 0

***

No. 3
Entry from OMol25: one molecule with the formula C6H11P (ωB97M-V/def2-TZVPD).

Last column: Löwdin charge in e.
Element x y z (Å)
C: -1.844 -0.178 0.081  -0.518
C: -0.912 -1.332 0.101  -0.278
C: 0.200 1.484 -0.632  0.049
C: 0.373 -0.956 -0.701  -0.194
C: 1.026 0.361 -0.227  -0.515
C: 1.545 0.234 1.204  -0.072
P: -3.396 0.191 0.249  0.748
H: -0.657 -1.594 1.069  0.064
H: -1.419 -2.262 -0.435  0.152
H: 0.012 1.435 -1.680  0.044
H: 0.175 2.552 -0.254  0.086
H: 1.165 -1.611 -0.630  0.082
H: 0.100 -0.837 -1.715  0.096
H: 2.022 0.359 -0.729  0.136
H: 2.682 0.412 1.185  0.102
H: 1.374 -0.801 1.409  0.045
H: 0.912 0.941 1.861  0.109
H: -3.358 1.602 -0.156  -0.135

Atomic forces in eV per Å
1.906 0.026 -0.461
-0.890 -0.342 -3.331
-0.741 1.326 0.340
-1.212 1.716 0.972
1.283 -0.577 -0.024
-0.096 1.718 0.301
-1.192 0.950 -0.154
0.395 -0.643 2.105
0.988 1.769 1.160
-0.537 0.177 -0.691
0.136 -1.668 0.081
1.275 -2.301 0.134
-0.251 -0.006 -1.216
-0.765 0.307 -0.841
-1.897 0.077 0.661
0.097 -0.524 1.104
1.443 -1.285 -0.484
0.056 -0.721 0.343

Properties
relative energy (zero: lowest compared OMol25 entry of this formula, charge and spin): 4.269 eV
Kohn-Sham gap (spin up / spin down): 7.918 / 8.229 eV
net charge: 0

***

No. 4
Entry from OMol25: a 2-piece molecular cluster, C6H12 overall (ωB97M-V/def2-TZVPD).

Last column: Löwdin charge in e.
Element x y z (Å)
C: -1.613 -1.023 0.347  -0.056
C: -0.549 -0.070 -0.192  -0.548
C: -1.171 1.186 -0.794  -0.053
C: 0.597 0.163 0.778  -0.078
C: 1.494 -0.504 0.049  -0.092
C: 0.527 -0.788 -1.078  -0.123
H: -2.300 -1.337 -0.448  0.082
H: -1.150 -1.919 0.776  0.085
H: -2.209 -0.540 1.131  0.081
H: -1.840 0.930 -1.626  0.082
H: -0.401 1.873 -1.165  0.084
H: -1.766 1.717 -0.040  0.081
H: 0.638 0.688 1.727  0.090
H: 3.205 1.340 2.161  0.053
H: 2.540 -0.762 0.195  0.084
H: 2.922 1.154 1.500  0.014
H: 0.322 -1.840 -1.305  0.106
H: 0.752 -0.269 -2.016  0.108

Atomic forces in eV per Å
-0.047 -0.024 0.014
-0.132 0.001 -0.016
-0.011 0.016 -0.006
0.103 -0.022 0.076
0.007 0.060 0.076
-0.016 -0.124 -0.226
0.082 0.052 0.074
-0.070 0.148 -0.076
0.085 -0.055 -0.094
0.104 0.035 0.109
-0.117 -0.136 0.052
0.097 -0.067 -0.115
-0.014 -0.095 -0.062
0.055 0.008 0.014
-0.170 0.088 -0.046
0.067 0.065 0.058
0.010 0.077 0.070
-0.031 -0.028 0.098

Properties
relative energy (zero: lowest compared OMol25 entry of this formula, charge and spin): 2.595 eV
structure (SMILES): CC1(C)C=CC1.[H][H]
Kohn-Sham gap: 10.464 eV
net charge: 0

***

No. 5
Entry from OMol25: C6H12 as an isolated structure (ωB97M-V/def2-TZVPD).

Last column: Löwdin charge in e.
Element x y z (Å)
C: 1.609 0.875 -0.331  -0.115
C: 1.621 -0.444 0.451  -0.305
C: 0.553 -1.243 -0.148  -0.086
C: -0.818 -1.286 0.388  -0.217
C: -1.008 0.114 -0.123  -0.280
C: -1.720 1.068 0.847  -0.101
H: 1.588 0.729 -1.419  0.054
H: 0.193 0.858 -0.219  0.089
H: 2.510 1.480 -0.112  0.048
H: 1.455 -0.256 1.520  0.114
H: 2.597 -0.940 0.342  0.117
H: 0.769 -1.676 -1.128  0.124
H: -0.855 -1.338 1.476  0.118
H: -1.469 -2.025 -0.066  0.106
H: -1.442 0.158 -1.117  0.112
H: -2.741 0.705 1.051  0.077
H: -1.808 2.088 0.456  0.072
H: -1.200 1.127 1.807  0.073

Atomic forces in eV per Å
-0.165 0.188 0.086
-0.165 0.042 0.024
-0.343 0.304 -0.141
-0.283 -0.336 0.149
-0.349 -0.470 -0.103
0.244 0.002 0.007
-0.031 -0.209 0.084
1.645 0.768 -0.089
-0.532 0.234 0.095
0.013 -0.035 -0.123
-0.186 -0.047 -0.092
-0.251 0.281 0.156
-0.072 -0.048 0.014
-0.040 -0.259 0.086
0.095 -0.215 0.009
0.254 -0.017 -0.071
0.154 -0.186 -0.034
0.011 0.006 -0.058

Properties
relative energy (zero: lowest compared OMol25 entry of this formula, charge and spin): 5.239 eV
Kohn-Sham gap (spin up / spin down): 7.487 / 7.595 eV
net charge: 0

***

No. 6
Entry from OMol25: one molecule with the formula C6H12 (ωB97M-V/def2-TZVPD).

Last column: Löwdin charge in e.
Element x y z (Å)
C: 2.896 -0.047 -0.188  -0.101
C: 1.564 0.100 0.453  -0.115
C: 0.382 -0.174 -0.280  -0.037
C: -1.068 -0.007 0.361  -0.368
C: -1.887 -1.186 0.005  -0.058
C: -1.619 1.284 -0.211  -0.071
H: 2.815 -0.562 -0.968  -0.008
H: 3.400 -0.850 0.291  0.081
H: 3.375 0.822 -0.321  0.046
H: 1.359 0.679 1.467  0.136
H: 0.434 -0.634 -1.222  0.084
H: -0.857 0.136 1.308  0.066
H: -2.914 -1.003 0.419  0.120
H: -2.198 -1.384 -0.909  0.041
H: -1.543 -2.027 0.208  0.002
H: -1.813 1.225 -1.174  0.027
H: -1.070 2.214 0.006  0.098
H: -2.588 1.570 0.054  0.057

Atomic forces in eV per Å
-1.618 0.016 6.452
-4.989 1.107 -0.886
1.870 1.018 4.622
2.365 0.620 -6.452
-4.458 7.011 2.603
1.057 1.160 3.459
-1.354 -3.255 -7.513
1.484 0.042 1.682
2.210 2.959 -0.254
0.911 -1.466 -2.018
0.159 -0.470 -1.384
0.437 0.153 5.084
0.736 -0.640 0.531
-0.626 0.419 -5.353
3.265 -7.468 3.132
0.103 -0.466 -5.161
0.433 -0.662 -0.140
-1.984 -0.078 1.598

Properties
relative energy (zero: lowest compared OMol25 entry of this formula, charge and spin): 4.318 eV
structure (SMILES): C/C=C/C(C)C
Kohn-Sham gap: 10.014 eV
net charge: 0

***

Largest force on an atom readings, ordered: 0.0735; 0.0949; 0.0674; 0.0050; 0.0354; 0.1698 hartree/bohr